# 1
Below is a single C3H10NP molecule at a distorted geometry, with properties calculated with ωB97M-V/def2-TZVPD.

- F_max (eV/Å) = 3.33
- multiplicity = 1
- frontier orbital gap (eV) = 9.96
- ΔE to the lowest compared entry with this formula, charge and spin (kcal per mole) = 33.7
- lowest unoccupied orbital energy (eV) = 1.08
- E_HOMO (eV) = -8.88
- SMILES string = CCNPC

Bonds (Å) are listed after each position.
Atoms and positions in Å:
1 H -2.376 -0.004 -1.386  C9 1.172
2 N 0.246 -1.087 0.172  P4 1.726, C5 1.559, H12 1.045
3 H 1.581 -0.535 1.794  P4 1.379
4 P 1.907 -0.722 0.468  N2 1.726, H3 1.379, C13 1.890
5 C -0.885 -0.018 0.252  N2 1.559, H8 1.079, C9 1.509, H10 1.074
6 H 1.652 0.776 -1.116  C13 1.017
7 H -2.947 0.160 0.360  C9 1.152
8 H -0.925 0.234 1.300  C5 1.079
9 C -2.222 -0.437 -0.308  H1 1.172, C5 1.509, H7 1.152, H15 1.102
10 H -0.456 0.799 -0.297  C5 1.074
11 H 1.403 1.735 0.235  C13 1.104
12 H 0.038 -1.714 -0.639  N2 1.045
13 C 2.100 1.021 -0.237  P4 1.890, H6 1.017, H11 1.104, H14 1.066
14 H 3.108 1.324 -0.406  C13 1.066
15 H -2.223 -1.532 -0.190  C9 1.102

---

# 2
Below is 6 unconnected molecules or ions with the total composition C16H34BO13 at a distorted geometry, with properties calculated with ωB97M-V/def2-TZVPD.

- F_max (eV/Å) = 1.06
- multiplicity = 1
- frontier orbital gap (eV) = 10.22
- net charge = -1
- lowest unoccupied orbital energy (eV) = 2.63
- E_HOMO (eV) = -7.59

Bonds (Å) are listed after each position.
Atoms and positions in Å:
1 H -1.360 2.131 -2.939  C12 1.097
2 H 3.607 2.955 3.282  C50 1.091
3 O -0.791 -0.776 1.358  C41 1.319, B49 1.476
4 H -1.499 -2.159 5.501  C48 1.094
5 C -4.487 -4.442 -0.846  H7 1.094, C10 1.517, H19 1.096, O33 1.431
6 H -0.806 -5.471 3.854  C14 1.093
7 H -5.061 -5.373 -0.866  C5 1.094
8 H -1.307 2.830 -4.540  C12 1.093
9 O -3.115 -4.235 3.387  C56 1.419, H61 0.966
10 C -3.876 -4.154 -2.204  C5 1.517, H22 1.091, H28 1.095, H44 1.090
11 O 0.181 3.296 2.536  C25 1.192
12 C -0.865 2.051 -3.914  H1 1.097, H8 1.093, C43 1.512, H54 1.086
13 H -3.157 -2.017 4.931  C48 1.095
14 C -0.783 -4.394 4.047  H6 1.093, H31 1.089, H51 1.097, C56 1.529
15 H 6.673 3.287 -2.915  C52 1.091
16 H -3.062 0.001 -3.614  C53 1.084
17 H -5.077 -2.587 -0.865  O33 0.962
18 O -2.222 -2.500 1.128  C41 1.197
19 H -3.703 -4.589 -0.093  C5 1.096
20 O 4.293 4.065 4.914  C50 1.429, H60 0.960
21 H -1.826 -1.824 3.814  C48 1.093
22 H -3.207 -4.945 -2.544  C10 1.091
23 H -0.682 -0.040 -3.795  C43 1.093
24 H 5.994 4.209 -0.640  C38 1.097
25 C 0.123 2.349 1.814  O11 1.192, C35 1.545, O45 1.332
26 H 7.513 2.535 -1.559  C52 1.096
27 H 4.452 2.446 0.311  O36 0.965
28 H -4.657 -4.056 -2.967  C10 1.095
29 H -3.188 1.265 -4.895  C53 1.099
30 H -2.787 -0.352 -5.353  C53 1.094
31 H -0.367 -3.876 3.185  C14 1.089
32 O -1.423 0.419 -0.544  C34 1.320, B49 1.468
33 O -5.354 -3.390 -0.413  C5 1.431, H17 0.962
34 C -2.161 -0.674 -0.501  O32 1.320, C41 1.547, O42 1.198
35 C 1.300 1.723 1.033  C25 1.545, O46 1.317, O58 1.198
36 O 5.364 2.358 0.007  H27 0.965, C38 1.427
37 H -2.493 -4.429 5.305  C56 1.093
38 C 5.563 3.289 -1.056  H24 1.097, O36 1.427, C52 1.511, C57 1.525
39 O -0.516 0.477 -5.732  H40 0.963, C43 1.427
40 H -0.955 1.026 -6.392  O39 0.963
41 C -1.748 -1.462 0.765  O3 1.319, O18 1.197, C34 1.547
42 O -2.941 -1.030 -1.337  C34 1.198
43 C -1.155 0.676 -4.472  C12 1.512, H23 1.093, O39 1.427, C53 1.526
44 H -3.335 -3.209 -2.169  C10 1.090
45 O -0.967 1.652 1.498  C25 1.332, B49 1.456
46 O 0.824 0.713 0.335  C35 1.317, B49 1.474
47 H 4.364 4.254 -2.594  C57 1.092
48 C -2.168 -2.409 4.672  H4 1.094, H13 1.095, H21 1.093, C56 1.511
49 B -0.598 0.514 0.667  O3 1.476, O32 1.468, O45 1.456, O46 1.474
50 C 3.403 3.889 3.809  H2 1.091, O20 1.429, H59 1.095, H64 1.083
51 H -0.110 -4.278 4.906  C14 1.097
52 C 6.532 2.663 -2.031  H15 1.091, H26 1.096, C38 1.511, H62 1.090
53 C -2.649 0.374 -4.545  H16 1.084, H29 1.099, H30 1.094, C43 1.526
54 H 0.204 2.172 -3.765  C12 1.086
55 H 3.593 4.161 -0.995  C57 1.091
56 C -2.183 -3.896 4.403  O9 1.419, C14 1.529, H37 1.093, C48 1.511
57 C 4.227 3.631 -1.707  C38 1.525, H47 1.092, H55 1.091, H63 1.092
58 O 2.439 2.088 1.097  C35 1.198
59 H 3.524 4.687 3.070  C50 1.095
60 H 5.147 3.700 4.672  O20 0.960
61 H -3.021 -3.582 2.681  O9 0.966
62 H 6.212 1.666 -2.333  C52 1.090
63 H 3.742 2.711 -2.039  C57 1.092
64 H 2.390 3.885 4.193  C50 1.083